1.
The following is a DFT calculation (wB97M-V/def2-TZVPD) of a structure of composition C29H42BrN4PdS.

XYZ file:
```
78
Properties=species:S:1:pos:R:3:forces:R:3
H 3.209533 1.952802 2.048908 0.01 0.04 0.00
C 0.121489 2.854177 -1.578720 0.10 -0.01 0.03
H 5.626872 1.483830 2.317600 0.00 0.01 -0.01
H -4.982735 -0.449031 -0.477345 0.00 -0.01 -0.01
C -4.034100 2.810409 0.110597 0.02 0.01 -0.01
C -2.211386 1.227059 1.745847 0.07 0.02 -0.05
H -3.612740 3.566712 2.095076 0.01 -0.01 -0.01
H 3.993287 -3.225531 3.117088 0.01 0.00 -0.02
H 2.378244 0.956884 0.848515 -0.02 -0.07 -0.06
H -5.569770 0.390290 1.796266 0.01 0.00 -0.01
H -1.984048 3.434249 0.197196 0.03 0.00 0.00
C -0.452332 -2.074988 0.310123 -0.07 -0.30 -0.20
H -2.790778 0.208839 -1.496026 -0.01 0.00 0.02
H -2.439130 2.715053 -1.347519 0.00 -0.01 0.01
H 3.145752 -0.299796 -3.451561 -0.01 0.02 0.00
C 5.020143 -3.261772 0.796155 -0.01 0.03 0.02
H -3.184052 -5.406820 -1.725577 0.02 0.02 0.02
C 4.598732 -2.323587 2.994486 -0.01 -0.04 -0.04
H 5.558325 -2.467079 3.501824 0.00 0.01 -0.02
C 5.200667 0.512605 2.580762 -0.01 -0.03 -0.03
H 0.642964 -0.461617 -1.877869 0.01 -0.01 0.04
H 5.442715 -3.013337 -0.174080 -0.01 0.00 -0.01
C -0.946061 -3.482252 -1.431390 0.02 0.03 -0.05
C 4.122220 -1.010830 0.964072 0.12 -0.08 0.10
H -2.459004 -6.369272 -0.441857 0.01 0.02 0.00
H -4.805395 1.758857 -1.615864 0.01 -0.01 0.01
C 0.019358 1.487345 -1.255517 -0.02 -0.20 -0.05
C 1.546057 2.387200 -3.462497 0.00 -0.04 0.01
H 4.800318 0.577812 3.597148 0.00 0.01 -0.02
C -1.085512 -2.947783 1.210236 -0.01 0.12 -0.04
C -1.665986 -4.102850 0.725676 -0.02 0.01 0.04
C -4.187751 2.757362 1.632069 -0.01 0.00 0.01
C -2.556756 2.625728 -0.264976 0.04 0.04 0.01
N 4.173068 0.176674 1.613981 0.00 -0.05 0.13
N -0.607474 0.974662 -0.113130 -0.01 0.54 0.10
H -1.594991 2.013135 2.195883 -0.01 0.02 0.00
C 0.865554 3.298949 -2.666136 -0.03 0.01 0.02
C -2.242077 -5.634593 -1.219252 0.00 -0.04 0.00
H -0.322092 3.602394 -0.938854 -0.04 -0.01 0.05
H -2.162766 -4.786615 1.407965 0.01 0.01 0.00
C -1.609748 -4.399601 -0.634323 -0.01 0.00 -0.01
C -3.682666 1.402953 2.133993 0.00 0.00 -0.02
C 3.351127 1.293478 1.192975 0.06 0.04 0.01
H 1.670955 4.990605 -3.736798 -0.01 -0.01 0.01
H -4.363949 3.787763 -0.258028 -0.01 0.00 0.00
H -3.773365 1.352781 3.223565 0.00 0.01 0.00
H 3.814843 1.841113 0.367133 0.00 0.03 -0.01
N 4.793901 -2.055871 1.570982 -0.04 0.09 -0.03
C -4.518902 0.286323 1.500107 -0.01 0.00 0.01
H 4.094695 -3.820901 0.630310 -0.03 0.00 0.01
H -5.940328 1.853890 -0.265532 0.01 0.00 0.00
Br 1.188554 -1.311137 3.216476 0.08 0.03 -0.27
H -0.025522 5.171307 -3.283610 0.01 -0.02 0.00
H 5.723809 -3.887066 1.349615 0.01 0.02 0.00
H -1.832961 0.278805 2.132709 0.01 -0.09 -0.01
C -2.918225 0.177246 -0.407392 0.04 0.08 -0.06
C -4.884478 1.709864 -0.524487 -0.01 -0.01 0.00
H -4.170620 -0.687592 1.859230 0.00 0.01 -0.01
H 2.539465 0.428700 -4.949670 0.01 0.01 0.01
H -0.855796 -3.662707 -2.501481 0.00 0.01 0.02
S 3.327048 -1.181675 -0.488729 0.05 -0.02 -0.15
C 0.940296 4.778454 -2.954188 0.02 0.02 -0.01
H 2.139070 2.734201 -4.304069 -0.01 0.00 0.02
C -2.016615 1.267581 0.220235 -0.02 -0.25 -0.20
C -4.389045 0.352087 -0.024792 0.00 0.02 -0.01
C 2.244169 0.017770 -3.982218 -0.02 -0.02 0.00
H 1.643811 -0.877082 -4.157361 0.01 0.01 0.01
H -1.094710 -2.701129 2.260841 -0.03 -0.06 0.05
H -1.585309 -6.109819 -1.951225 -0.01 0.03 0.01
Pd 0.355139 -0.449972 0.942941 -0.24 0.08 0.56
H -2.562051 -0.796124 -0.074589 0.03 -0.06 0.03
H -5.238527 2.902205 1.911338 0.01 -0.01 -0.01
H 4.038465 -1.524821 3.463194 -0.02 0.05 0.03
H 1.230379 5.340326 -2.062725 -0.01 -0.01 -0.01
C 1.479742 1.026723 -3.165347 -0.02 0.03 -0.01
N -0.394462 -2.352177 -0.985261 0.02 -0.06 0.12
C 0.718288 0.596960 -2.091662 -0.09 0.04 -0.06
H 5.995128 -0.228752 2.558567 0.00 0.00 0.00
```
Positions in Å, forces in eV/Å.

Values from the calculation:
**HOMO energy**: -3.78 eV
**Lowest unoccupied orbital energy**: 2.81 eV
**Total charge**: -1

Mulliken atomic charge list, values in e, 2 entries: atom 1 (H): 0.414, atom 2 (C): -0.648


2.
The following is a DFT calculation (wB97M-V/def2-TZVPD) of a structure of composition C27H27BCeN3O2.

XYZ file:
```
61
Properties=species:S:1:pos:R:3:forces:R:3
N -0.408971 -2.180508 -3.066383 -0.31 0.72 0.35
C 0.552822 -4.735152 -3.244023 0.02 0.00 0.00
C 1.741857 -1.148423 -3.106092 0.03 -0.02 -0.02
H 1.544953 1.260297 6.003733 -0.03 0.00 -0.03
C -1.269330 -3.212025 -3.074038 -0.02 -0.10 -0.01
H 0.244598 2.094329 4.539717 0.01 0.00 -0.01
C -1.011128 0.377875 6.537562 0.14 -0.15 0.11
C -0.900668 -0.507107 2.034006 0.05 0.65 -0.13
H -2.986954 2.163166 -3.779039 -0.02 0.01 -0.02
C -0.654232 -0.949152 3.309107 0.12 0.13 0.25
H -2.019139 0.062740 6.265261 0.00 -0.01 -0.02
H -2.996454 -2.039422 -3.648311 -0.03 -0.02 -0.04
H 3.663884 -2.091468 -3.278742 0.00 0.00 0.00
H -0.950480 1.463024 6.452569 0.01 0.00 -0.03
H 0.234815 -2.030552 6.982092 0.00 -0.01 0.00
C -0.827583 4.557018 -2.999287 -0.01 -0.04 -0.07
H -0.205578 2.833681 2.227898 0.00 0.01 0.01
C 3.122136 -1.161280 -3.198218 -0.02 -0.04 -0.01
C -0.222187 0.010855 4.230743 0.00 0.41 -0.43
C -0.071715 1.364032 3.808826 -0.06 -0.49 0.20
C 1.436787 -3.660228 -3.216574 -0.05 0.02 -0.02
H 3.628948 2.170820 -3.139299 -0.01 0.00 0.00
N 1.051101 0.009666 -3.011030 -0.38 0.10 0.22
H 0.692420 -2.397295 5.325661 0.01 0.01 -0.01
O -1.348443 -1.254138 0.936470 -0.29 0.08 -0.65
Ce -1.373747 -0.001930 -2.438938 1.04 0.15 -0.54
H -3.090023 2.566702 -2.020197 0.01 0.01 0.01
H -1.516209 -5.336829 -3.195388 0.01 -0.01 0.01
H -3.380494 3.770555 -3.242208 0.01 0.00 0.00
O -1.080413 0.943358 0.286869 -0.33 -0.43 -1.04
H 2.233627 -0.280480 5.464503 -0.01 0.00 -0.02
C 1.453126 0.177024 6.074545 -0.02 -0.13 0.11
H -3.387517 -3.665601 -3.183387 0.01 -0.01 0.01
H -0.846416 0.118131 7.583819 -0.05 0.04 0.02
C 0.923420 -2.381643 -3.129612 0.04 -0.11 -0.02
C -1.294087 3.254484 -3.009133 -0.05 0.02 0.05
C -2.753496 2.912194 -3.008511 -0.12 -0.17 0.07
C 0.887733 2.411166 -3.012636 0.09 0.02 0.01
C -0.016738 -1.838377 5.939849 0.00 0.00 0.07
H 0.937287 -5.743962 -3.320989 -0.01 0.00 0.00
C 3.809513 0.041421 -3.192995 -0.01 0.02 0.00
H 0.933779 5.781284 -2.999240 0.00 0.00 0.00
C 1.410590 3.689089 -3.012156 -0.02 -0.02 -0.01
N -0.447906 2.207498 -3.004578 -0.12 -0.41 0.23
C 3.101020 1.229918 -3.119830 0.01 -0.07 -0.06
C -2.720766 -2.839535 -2.942831 0.00 0.07 0.02
H 4.889387 0.052945 -3.260799 0.00 0.00 0.00
H -1.526327 5.382282 -3.004134 0.00 0.00 -0.01
H 2.475756 3.861932 -3.024600 0.00 -0.01 0.00
C 1.720175 1.184160 -3.043604 0.00 0.10 0.06
C -0.813754 -4.514994 -3.172197 -0.06 0.05 -0.02
H 1.644029 -0.089212 7.114347 0.02 0.00 0.00
B -1.469762 -0.337037 -0.046875 0.45 -0.15 1.02
H -1.020111 -2.237730 5.779339 -0.01 0.02 -0.03
H -0.794741 -1.984962 3.579157 0.00 -0.01 0.00
C -0.738400 0.819494 1.647477 0.08 -0.33 0.37
C 0.539991 4.773189 -3.000314 0.00 0.01 0.01
H -2.967199 -2.549800 -1.910857 -0.01 0.00 0.01
C -0.319515 1.799740 2.520406 -0.06 -0.11 -0.03
H 2.499915 -3.839953 -3.268492 0.00 0.01 0.00
C 0.056831 -0.335292 5.681578 -0.08 0.21 0.06
```
Positions in Å, forces in eV/Å.

Values from the calculation:
**HOMO energy (spin up / spin down)**: -16.03 / -16.04 eV
**Lowest unoccupied orbital energy (spin up / spin down)**: -11.97 / -11.98 eV
**Total charge**: +3

Mulliken atomic charge list, values in e, 2 entries: atom 1 (N): 0.111, atom 2 (C): -0.660


3.
The following is a DFT calculation (wB97M-V/def2-TZVPD) of a structure of composition C3HFGdO.

XYZ file:
```
7
Properties=species:S:1:pos:R:3:forces:R:3
C -0.027883 0.668794 0.134270 3.93 3.40 -0.37
F -2.994986 -1.018948 -2.871831 0.72 0.43 0.75
C 1.230381 0.320366 0.445275 -3.09 -0.52 -0.98
C 1.277750 -0.500458 1.459008 4.74 -4.61 6.45
Gd -1.644109 -0.141405 -1.625178 -1.57 -0.71 -1.58
O 1.651485 -1.115375 2.415354 -2.45 2.75 -4.12
H 0.507361 1.787026 0.043102 -2.28 -0.74 -0.15
```
Positions in Å, forces in eV/Å.

Values from the calculation:
**HOMO energy (spin up / spin down)**: -14.33 / -12.57 eV
**Lowest unoccupied orbital energy (spin up / spin down)**: -6.14 / -7.06 eV
**Total charge**: +1
**Multiplicity**: 8

Mulliken atomic charge list, values in e, 2 entries: atom 1 (C): -0.523, atom 2 (F): -0.630


4.
The following is a DFT calculation (wB97M-V/def2-TZVPD) of a structure of composition C25H35HgN3.

XYZ file:
```
64
Properties=species:S:1:pos:R:3:forces:R:3
H -0.114201 1.151606 7.932181 0.25 0.01 -0.25
C 3.097336 0.787054 -2.217673 -0.68 -0.66 0.29
C -2.728998 -2.046368 4.747683 -0.26 0.15 0.54
C -1.165542 0.432743 3.839577 0.79 -0.06 0.90
C 0.056258 1.313318 5.782964 0.00 -0.06 0.31
H -3.053362 -3.642708 2.658982 0.19 0.53 0.04
H -3.654878 -1.476163 4.617030 0.04 -0.09 0.14
H -0.334914 -0.768871 5.465316 -0.07 0.55 -0.09
H 1.040741 0.026786 7.186124 -0.02 0.32 0.11
H -3.856646 0.784882 -2.797195 0.02 0.95 -0.31
N -1.727191 -0.540921 3.146148 -0.78 0.58 -0.07
H -1.736617 1.965608 2.408077 0.19 -0.10 0.30
C -2.789358 -2.603804 2.379574 -0.35 -0.09 -0.62
C -3.365189 1.788816 -2.695557 0.10 -0.14 -1.18
H 4.376992 2.243634 -3.103729 -0.31 0.20 0.02
H -2.265941 -2.643171 1.414221 -0.14 0.02 0.36
C 0.820141 -3.401436 -0.396256 -0.41 0.59 -0.27
C 2.312005 2.941655 -2.810325 -0.31 -0.39 0.12
H 0.401295 3.452452 5.823766 -0.02 -0.19 -0.04
C 2.517952 -1.835271 -1.000081 -0.87 0.33 -0.10
H 0.462232 -4.365086 -0.062478 0.13 -0.10 -0.04
H 1.463269 1.758470 7.370312 -0.16 -0.20 0.00
C -0.694794 4.269446 3.504735 -0.06 0.20 -0.07
C 0.652252 1.054116 7.145845 0.10 -0.05 0.07
H 0.193068 4.822452 3.820510 -0.06 -0.01 -0.06
H -2.192618 -1.620781 5.594046 -0.08 -0.07 0.06
H -1.567890 4.811564 3.887945 0.09 -0.12 -0.04
C -0.641036 2.863662 4.028858 -0.02 -0.50 0.37
H -1.686010 3.691461 0.810499 -0.11 -0.71 -0.70
N 0.779156 1.349453 -1.842087 0.50 -0.27 -0.11
N 0.200477 -1.154800 -1.032088 0.31 -0.52 -0.07
H -4.086078 2.540266 -2.360255 -0.10 -0.11 -0.45
C 1.495835 -0.880891 -1.231022 0.06 -0.84 0.27
H -0.130555 -2.702031 2.522441 -0.11 0.08 0.24
H 0.071692 -2.348706 4.248765 -0.05 -0.08 -0.11
H 3.865893 0.020165 -2.150907 -0.09 0.37 -0.13
H -1.343708 -0.069543 1.148509 -0.38 -0.04 0.02
H 2.463284 3.938800 -3.187897 -0.04 0.14 -0.12
C -0.019722 2.615212 5.268164 -0.18 -0.23 -0.27
C -2.258165 -0.152307 0.573659 -0.58 -0.41 0.06
Hg -2.323580 1.271321 -0.957968 -0.26 -0.25 0.04
H -2.140292 -1.050938 -0.045484 -0.33 0.26 0.09
C -0.461026 0.246393 5.074032 0.03 -0.05 0.02
C 1.035626 2.545698 -2.361427 1.14 -0.03 -0.15
C -0.123378 -2.380978 -0.625340 0.99 -0.33 0.10
H -0.743015 4.289140 2.414657 0.06 0.03 0.19
H -0.249601 2.666071 0.321694 -0.56 -0.04 -0.11
H -3.715687 -2.036776 2.218819 0.16 -0.24 0.09
C 3.367281 2.028856 -2.757707 -0.49 0.06 0.27
C 2.167225 -3.124091 -0.613128 -0.28 0.48 0.09
C -1.182883 3.144997 -0.012012 1.01 1.21 0.67
C -1.214003 1.801294 3.355649 -0.35 -0.52 -0.50
H 2.943518 -3.866969 -0.476828 -0.12 -0.05 0.09
H 3.553673 -1.560521 -1.124440 0.02 -0.14 -0.01
H 0.200440 3.232251 -2.411282 0.03 0.01 -0.09
H -0.989707 3.809191 -0.864492 -0.40 -0.38 0.19
C -1.932302 -1.932192 3.457434 0.34 -0.62 0.37
H -0.824611 -3.791296 3.737630 -0.05 0.33 -0.06
C -0.629812 -2.732727 3.502519 0.59 -0.18 0.14
H -1.178237 -2.571918 -0.462639 0.12 -0.08 -0.07
H -2.992849 -3.083165 4.983968 0.10 0.13 -0.13
H -3.189896 -0.292464 1.218982 1.56 0.65 -1.00
C 1.793310 0.468349 -1.766127 0.60 0.93 -0.43
H -2.890863 2.063609 -3.676291 -0.44 -0.18 1.07
```
Positions in Å, forces in eV/Å.

Values from the calculation:
**HOMO energy (spin up / spin down)**: -7.24 / -7.36 eV
**Lowest unoccupied orbital energy (spin up / spin down)**: -0.80 / -0.87 eV
**Total charge**: 0
**ΔE to the lowest compared entry with this formula, charge and spin**: 68.20 kcal/mol

natural (NBO) atomic charge list, values in e, 2 entries: atom 1 (H): 0.221, atom 2 (C): -0.228